C22H42BeBrCsN2O10 as an isolated structure in a non-equilibrium geometry, computed with ωB97M-V/def2-TZVPD.

Cartesian coordinates (Å):
Cs1 -2.52877 -3.82398 -2.06680
Br1 2.03435 -5.03424 -0.10979
O1 3.71635 3.94526 4.04742
O2 5.16593 1.39610 -1.23349
O3 2.46398 -0.22527 4.23541
O4 3.79183 1.36138 5.12432
O5 6.79895 0.39480 -0.01906
O6 -2.90281 -1.85879 -3.18093
O7 -2.17203 0.96285 -4.18512
O8 0.71905 -2.91613 0.14788
O9 -1.45874 3.46519 0.86712
O10 2.14475 -1.82287 -1.24766
N1 -3.09723 1.93413 0.31979
N2 0.69581 1.59692 1.67391
C1 -0.79072 0.58675 -4.10358
C2 -0.84215 1.36927 -0.25921
C3 -1.77926 2.41376 0.37865
C4 1.65943 0.95971 6.10654
C5 4.67606 -0.64914 -0.18188
C6 1.07891 -3.72285 -2.28293
C7 5.68728 0.51987 -0.52143
C8 -0.15339 0.91899 -2.74167
C9 1.39937 2.73944 2.29500
C10 0.75510 -2.81814 -3.54344
C11 2.76847 0.69945 5.06832
C12 -3.25604 0.24474 2.04215
C13 0.06508 -1.76587 0.63208
C14 -4.19293 -0.46948 -1.62552
C15 -4.13844 -0.38651 -0.09111
C16 -1.08307 -1.26704 -0.20836
C17 -1.51002 0.11047 0.31331
C18 1.41160 -2.77268 -1.09024
C19 -3.95152 -1.88118 -2.17199
C20 -1.03646 1.71827 -1.75960
C21 0.57737 1.65051 0.21028
C22 -3.02688 0.47268 0.51138
Be1 3.60774 0.24583 1.45774
H1 -1.17106 0.07254 1.34899
H2 -5.17825 -0.17147 -1.97918
H3 -2.67695 0.26060 -4.60002
H4 -1.92261 -1.94543 0.01237
H5 0.71915 1.53781 -2.94404
H6 0.54899 -1.81506 -3.17491
H7 -0.24907 1.04449 -4.92844
H8 -4.01684 -1.39369 0.30758
H9 3.86775 4.46657 3.25175
H10 -2.09720 1.65102 -1.96962
H11 1.59058 -2.76872 -4.23345
H12 -0.75332 2.76729 -1.84412
H13 -5.09852 -0.01129 0.25326
H14 -4.85024 -2.34467 -2.62697
H15 1.46111 0.05166 6.67359
H16 1.17900 0.83325 -0.20843
H17 4.59843 -0.64086 0.93882
H18 -3.62692 -2.59299 -1.33516
H19 0.74591 1.25675 5.59291
H20 0.25525 0.03503 -2.25629
H21 -0.72511 -0.49160 -4.27745
H22 1.79838 3.45599 1.58370
H23 0.97021 2.56313 -0.22852
H24 -2.31261 -1.10615 -3.02723
H25 0.81322 -0.97895 0.78074
H26 1.97042 1.74917 6.78343
H27 -3.56992 2.36744 1.10674
H28 4.54538 4.01419 4.53156
H29 1.87138 -4.40670 -2.52082
H30 -0.12816 -3.16412 -4.09156
H31 3.68792 -0.47807 -0.62825
H32 5.00609 -1.65133 -0.45403
H33 0.17551 -4.23510 -2.00631
H34 -4.30117 0.44108 2.28548
H35 -0.30635 -2.03384 1.62008
H36 2.16475 2.34846 2.96309
H37 -3.49393 0.22391 -2.08967
H38 1.05331 0.69984 1.98998
H39 0.69113 3.25205 2.94400
H40 -3.01422 -0.78503 2.30094
H41 -0.87653 -1.30276 -1.27229
H42 -2.64182 0.93334 2.62023

Force components x, y, z for each atom (eV/Å):
Cs 6.2 -10.6 -0.1
Br 1.5 -2.1 0.8
O 0.0 0.3 -0.3
O -0.3 0.1 0.3
O 0.0 0.1 -2.0
O 0.1 -0.1 -0.3
O -0.1 -0.2 0.0
O -1.4 2.2 -0.8
O -0.1 0.1 0.4
O -1.6 1.1 -1.3
O -0.1 0.1 -0.2
O -0.3 0.4 0.1
N 0.5 -0.3 0.3
N 1.0 0.4 -0.8
C -0.2 -0.6 -0.1
C -1.0 1.5 0.0
C 0.2 -0.1 -0.1
C 0.0 -0.2 0.0
C -0.9 1.2 -0.4
C -1.2 2.6 -0.9
C 0.3 0.4 -0.1
C 0.0 0.7 0.0
C -0.7 -0.6 1.0
C -0.1 -0.3 0.9
C 0.3 0.3 0.3
C -0.2 0.2 -0.4
C 1.2 0.1 0.0
C -0.6 -0.3 -0.1
C 0.3 0.4 -1.3
C -1.3 0.2 0.4
C 0.3 0.0 -0.4
C 0.6 -1.5 0.4
C -1.3 3.1 0.6
C 0.6 -0.6 0.2
C 0.1 -1.6 0.0
C -0.1 -0.5 2.2
Be -0.5 -0.3 0.5
H 0.2 0.2 0.0
H 0.0 0.3 0.0
H 0.1 0.0 -0.3
H 0.1 -0.1 -0.2
H 0.2 -0.1 0.0
H 0.0 0.2 -0.3
H 0.1 0.2 0.0
H -0.1 0.0 0.2
H 0.0 0.1 0.1
H 0.0 0.0 -0.3
H 0.1 0.1 0.0
H -0.2 0.1 -0.1
H 0.0 0.0 0.3
H 0.5 0.3 0.1
H -0.1 0.0 -0.1
H 0.1 0.2 -0.3
H 1.0 -1.2 1.2
H -3.1 4.6 0.0
H 0.0 -0.1 0.0
H -0.1 -0.2 -0.1
H 0.1 -0.1 -0.1
H 0.1 -0.1 -0.2
H -0.2 0.3 0.2
H -0.2 0.3 0.1
H -0.1 0.2 -0.1
H 0.1 0.0 0.0
H -0.5 0.2 -0.4
H 0.0 -0.2 0.1
H 0.1 -0.1 0.2
H 0.1 -0.1 -0.1
H -0.2 0.0 0.0
H -0.1 -0.2 0.6
H 0.1 -0.7 0.2
H -0.1 -0.1 0.1
H 0.0 0.0 0.1
H 0.3 0.3 0.0
H 0.1 0.0 0.0
H 0.0 0.1 0.3
H 0.0 0.3 -0.1
H 0.0 0.0 0.2
H 0.2 0.0 -0.2
H 0.2 -0.1 0.1

## Properties
E_HOMO = -7.03 eV
LUMO level = -3.75 eV
spin multiplicity = 1
maximum force = 12.31 eV/Å
DFT total energy = -117930.4233 eV
gap between HOMO and LUMO = 3.3 eV